A structure of composition C45H119O44S14V in a non-equilibrium geometry, computed with wB97M-V/def2-TZVPD.

Element x y z (Å)
V -2.436 0.704 3.433
S 1.936 5.445 -1.821
S -4.131 0.425 0.276
S 4.523 -3.428 -1.174
S 7.132 1.609 -1.076
S -4.667 -2.196 3.518
S 1.708 -10.163 -1.423
S 0.120 -3.184 -3.766
S 4.633 0.284 3.931
S -0.311 -2.458 4.198
S 4.533 -5.411 4.781
S -3.010 7.157 -1.281
S -1.489 4.074 2.892
S -5.884 2.403 3.974
S -0.215 2.146 -5.180
O -5.837 0.822 0.227
O 6.848 3.078 -1.208
O -1.267 3.046 -4.772
O -1.084 -1.224 4.100
O 4.098 -6.676 3.774
O 1.021 -2.079 -3.963
O 2.054 -10.042 -2.820
O -4.658 1.630 4.111
O -2.223 2.865 3.269
O 3.278 -4.965 5.404
O -1.061 -3.511 5.187
O 5.768 0.777 -1.595
O 5.448 -2.607 -1.955
O -1.715 4.676 1.611
O 0.062 2.587 -6.749
O 2.590 6.125 -3.257
O 5.620 -5.850 5.677
O 0.434 -4.315 -2.953
O 3.972 -4.728 -2.045
O 2.787 -10.642 -0.543
O -3.809 -3.427 2.769
O -5.205 -2.648 4.802
O -3.372 7.988 -2.690
O 0.958 1.858 -4.367
O 5.707 -0.396 3.256
O -3.915 -1.007 3.334
O 1.129 -2.415 4.591
O -7.176 1.781 3.782
O 4.566 1.927 3.444
O -5.872 3.563 5.082
O 1.137 -8.727 -0.860
O 2.806 4.300 -1.410
O -4.038 -0.947 -0.132
O 4.922 -3.877 0.114
O -3.700 0.928 1.570
O 7.543 1.050 0.208
O -1.872 5.312 3.929
O -1.339 -2.623 -3.230
O -2.154 1.033 4.920
O -2.903 5.739 -1.642
O -0.709 0.753 2.129
O 1.772 6.501 -0.861
O 4.438 0.260 5.385
O -4.086 7.560 -0.337
C 0.452 -0.479 0.532
C -4.111 -5.236 1.163
C -0.467 -3.662 -5.419
C 0.342 -11.194 -1.171
C 2.954 -2.440 -0.869
C 4.506 -7.440 1.508
C 3.785 0.595 -3.035
C 1.077 -7.648 -1.743
C 4.978 -4.764 -4.407
C -1.715 7.345 5.063
C 3.038 -0.207 3.191
C -7.620 1.445 -1.266
C -3.790 -3.137 -3.146
C 0.265 4.798 -2.374
C -3.623 1.663 -1.061
C -0.514 -3.444 2.657
C 5.253 0.955 -2.909
C -3.736 9.981 -4.037
C 0.888 -6.401 -0.851
C -2.157 -4.280 7.340
C -4.401 -4.701 2.651
C 4.700 5.127 -4.025
C 5.102 2.181 2.127
C 1.008 1.889 -7.518
C -6.638 0.375 -0.908
C -0.978 0.508 -5.427
C 3.168 5.278 -4.262
C -6.990 4.422 5.408
C -5.604 3.418 2.459
C -3.693 9.434 -2.568
C -6.178 -2.083 2.530
C -0.268 0.847 0.811
C 0.320 3.955 3.197
C 4.693 3.653 1.832
C -6.419 5.458 6.315
C -1.310 7.704 -0.706
C -1.397 6.668 3.731
C 5.225 -4.124 3.674
C 1.187 2.626 -8.894
C 5.042 -7.341 2.992
C 0.689 2.054 0.314
C -1.646 -3.069 6.444
C -2.340 -3.644 -2.892
C 8.353 1.049 -2.310
C 4.823 -5.332 -2.959
H -7.956 1.282 -2.290
H -5.923 -2.350 1.504
H -1.247 -4.879 7.323
H 1.162 -0.733 1.319
H -2.452 -2.384 6.181
H -2.739 1.306 -1.589
H -0.815 -2.591 6.964
H -6.912 -2.766 2.956
H 3.033 -1.553 -0.240
H -2.670 6.951 5.410
H 0.813 -6.610 0.216
H 3.402 0.999 -3.972
H 5.121 -8.367 3.351
H 2.007 2.245 -9.503
H 6.093 -7.061 3.063
H 1.988 1.814 -7.045
H -0.707 7.955 -1.578
H 0.226 -11.187 -0.087
H 0.463 -3.766 2.298
H 0.589 -12.206 -1.491
H 5.283 -7.931 0.921
H -4.746 -6.088 0.920
H -7.200 6.204 6.465
H 6.228 -4.422 3.370
H -2.985 -4.861 6.932
H 2.632 -2.347 -1.907
H -3.863 -5.397 3.294
H -0.399 6.870 3.343
H -4.512 1.886 -1.651
H 6.189 2.114 2.109
H 8.284 -0.027 -2.464
H 0.290 2.723 -9.505
H -2.211 -3.751 -1.815
H 4.994 3.886 0.810
H 4.594 -3.960 2.800
H -1.699 8.602 -0.227
H 2.967 -1.280 3.370
H -4.423 -4.392 0.548
H 0.262 -4.203 -6.023
H 3.110 5.788 -5.224
H 5.230 2.015 -3.161
H 3.687 -0.483 -2.906
H -1.192 0.738 0.244
H -2.847 9.880 -2.046
H -7.181 -0.549 -0.713
H 8.216 1.516 -3.285
H 1.084 1.755 -0.657
H 3.315 0.977 -2.130
H 1.523 2.170 1.005
H -4.200 -2.559 -2.318
H 5.354 5.999 -4.038
H 5.129 4.369 2.529
H 0.488 3.986 -3.066
H -7.741 3.776 5.864
H 5.724 0.252 -3.596
H 4.884 1.386 1.413
H 0.032 -5.764 -1.074
H 3.627 3.788 2.010
H -2.087 -4.615 -3.319
H 9.297 1.292 -1.821
H -5.972 0.283 -1.766
H -6.004 4.949 7.185
H -0.907 7.128 5.762
H 4.439 -6.348 -3.044
H 0.326 3.662 4.247
H -0.070 -0.090 -5.507
H 0.610 0.907 -7.776
H 2.039 -7.564 -2.249
H 0.767 3.173 2.585
H -5.518 2.659 1.681
H 5.357 -3.264 4.330
H 1.071 -0.546 -0.363
H -1.913 7.162 2.907
H 0.284 -7.714 -2.488
H -6.385 4.129 2.191
H -0.379 4.521 -1.539
H -2.447 -4.052 8.366
H 5.163 4.524 -4.806
H -0.349 -1.215 0.606
H -6.554 -1.063 2.607
H 3.216 0.107 2.162
H -2.760 9.893 -4.515
H -7.137 2.423 -1.265
H 5.006 -5.606 -5.099
H -4.447 9.355 -4.575
H -1.351 -4.293 -5.336
H 5.789 -4.095 -4.695
H 1.297 3.686 -8.665
H 2.272 0.404 3.668
H 5.795 -5.375 -2.466
H -3.752 -2.654 -4.123
H -0.258 5.581 -2.924
H -5.476 -4.637 2.819
H -8.497 1.380 -0.622
H 4.416 -6.413 1.154
H -3.079 -5.530 0.974
H -1.929 8.390 4.841
H 4.898 4.690 -3.047
H -3.268 2.593 -0.615
H -7.215 4.925 4.468
H 4.059 -4.236 -4.661
H -1.770 0.558 -6.175
H -1.360 0.382 -4.414
H -5.564 5.926 5.828
H -1.127 -4.334 2.797
H 1.767 -5.795 -1.071
H -3.999 11.036 -4.112
H 3.707 -8.148 1.288
H 2.138 -3.031 -0.453
H -0.854 -2.839 1.817
H 0.837 4.902 3.040
H -0.491 -10.768 -1.731
H 0.105 2.974 0.293
H -4.638 9.669 -2.078
H -4.454 -3.977 -3.347
H 2.731 4.283 -4.351
H -0.841 -2.786 -5.948
H -0.936 7.079 0.105
H -4.650 3.935 2.568

The HOMO energy (alpha / beta) is -10.75 / -10.80 eV. The spin multiplicity is 2. The frontier orbital gap (alpha / beta) comes out at 0.2904 / 0.3111 hartree. The molar mass is 1864.285 Da. The charge is +1.

=====

A cluster of 15 separate species, C45H120O15 in total in a non-equilibrium geometry, computed with wB97M-V/def2-TZVPD.

Element x y z (Å)
O -1.889 3.997 0.425
O 4.033 0.538 0.728
O 1.454 0.944 -0.465
O -1.936 3.388 5.428
O 0.685 2.356 -2.695
O -5.961 -3.690 -2.537
O 0.261 -2.796 5.848
O 5.686 -2.068 -6.294
O 0.076 -3.585 3.126
O 1.024 -3.702 0.362
O -0.668 -2.326 -7.122
O -0.305 -5.795 -1.288
O -1.704 3.639 -2.373
O -3.267 3.270 2.838
O 5.316 2.094 2.719
C -1.192 5.059 1.110
C -2.209 -5.802 -2.812
C -0.804 4.258 5.389
C 1.305 3.079 -3.780
C -2.142 -3.224 2.276
C 1.023 -0.559 5.572
C -3.971 2.026 2.701
C 2.417 -4.068 0.587
C 4.993 0.847 -0.324
C -3.129 1.632 -2.383
C -1.401 -1.118 5.681
C -2.260 -0.488 -6.844
C -1.229 -4.163 3.083
C 4.192 -1.838 -4.401
C -3.012 0.869 2.485
C -4.571 -1.787 -1.815
C 0.025 4.461 1.807
C 0.687 0.057 1.614
C -2.972 3.230 -4.335
C -5.568 -2.868 -1.392
C 2.335 2.208 -4.432
C 4.738 -4.085 -5.358
C 4.769 0.036 -1.610
C 0.496 3.491 5.540
C -0.781 6.094 0.082
C 3.037 -2.981 1.410
C 1.809 4.420 -3.307
C -0.947 5.404 6.361
C 3.096 2.764 3.479
C -4.940 2.163 1.534
C -0.020 -1.468 6.233
C -6.804 -2.335 -0.697
C 4.861 2.352 -0.667
C -1.020 -1.170 -6.324
C 0.271 0.472 0.218
C 5.260 -2.681 -5.056
C -1.263 -3.723 -1.784
C 4.570 3.143 3.353
C -2.960 3.062 -2.843
C -1.573 -5.186 -1.580
C 5.217 3.399 4.682
C -1.231 -5.540 2.465
C 2.551 -5.455 1.196
C -1.230 -1.683 -4.902
C -0.371 -0.696 -0.511
H -0.434 1.320 0.266
H -3.218 -5.453 -3.011
H 3.328 -1.759 -5.067
H 3.716 -0.189 -1.758
H 3.864 2.532 -1.073
H 0.493 3.248 -4.505
H 5.078 2.947 0.216
H -1.666 -0.062 5.694
H -1.760 6.066 6.082
H -2.708 0.944 -3.126
H 3.136 0.843 0.451
H 4.671 4.127 5.288
H 2.470 -6.272 0.461
H 1.029 -0.695 4.489
H -0.300 -2.020 -7.961
H 3.735 -4.049 -5.798
H -3.069 -3.671 1.909
H -1.097 5.021 7.376
H -1.586 -2.962 1.362
H 3.591 -5.615 1.522
H -6.566 -1.846 0.250
H -0.226 2.802 -2.575
H -2.290 0.818 3.311
H -2.796 4.279 -4.583
H -3.159 -1.083 -6.692
H 2.827 -1.990 1.001
H 1.355 0.791 2.074
H -3.531 -0.093 2.461
H -2.015 -2.444 -4.894
H 5.408 -4.663 -5.982
H 0.331 -2.811 4.880
H -1.182 -3.257 -0.802
H 0.592 -3.780 2.312
H -3.927 2.993 -4.809
H 1.223 1.400 -1.325
H -0.747 -0.452 -1.515
H -2.382 0.474 -6.335
H -2.186 -1.629 6.258
H -2.411 0.978 1.577
H -2.176 -0.249 -7.908
H -0.170 -0.474 -6.308
H -5.514 1.236 1.450
H -2.767 3.285 3.679
H 2.022 -0.794 5.944
H 0.982 5.014 -2.927
H 2.589 4.312 -2.546
H -1.648 6.459 -0.467
H 4.128 -3.062 1.389
H 1.281 -0.868 1.561
H 2.989 1.930 4.182
H -4.563 1.829 3.609
H -4.175 1.352 -2.229
H -2.356 -2.278 2.775
H -3.770 3.664 -2.405
H 1.939 1.221 -4.644
H -0.327 -2.145 -4.511
H 2.631 2.488 2.536
H 4.624 4.038 2.707
H -0.801 -5.528 1.459
H 0.585 -4.436 -0.122
H -0.815 4.691 4.387
H -0.298 3.632 2.441
H -2.207 -6.901 -2.783
H -6.420 -3.138 -3.185
H -1.550 -0.841 -4.278
H -2.029 -3.204 -2.358
H -7.464 -3.175 -0.484
H 6.209 3.816 4.524
H 5.619 2.592 -1.421
H -4.028 -2.051 -2.718
H -0.382 -6.755 -1.360
H 6.125 -2.807 -4.404
H 1.846 -5.682 1.991
H 2.925 -4.139 -0.388
H -2.637 1.389 -1.439
H -1.486 -1.520 4.669
H -1.995 2.980 6.302
H -2.385 3.506 1.120
H 0.626 5.209 2.332
H 2.308 4.961 -4.121
H -1.279 -1.018 0.031
H 0.271 -1.569 -0.628
H 5.272 -0.936 -1.526
H 0.024 -1.310 7.305
H -7.331 -1.642 -1.360
H -5.670 2.955 1.690
H 0.527 2.752 4.739
H -1.810 3.840 -1.411
H 5.236 2.453 5.223
H -4.365 2.342 0.624
H 3.212 2.140 -3.781
H 4.976 -2.166 -6.937
H -0.734 -6.281 3.087
H -0.129 5.587 -0.637
H 2.673 2.703 -5.345
H -0.252 6.907 0.570
H 1.366 4.142 5.452
H 2.574 3.629 3.911
H -2.264 -5.857 2.275
H 5.195 0.567 -2.461
H -2.191 2.617 -4.795
H 6.000 0.696 0.064
H 0.706 4.002 1.076
H -5.036 -3.572 -0.745
H 0.836 0.499 5.799
H -1.852 5.500 1.869
H 0.550 3.008 6.521
H -3.837 -1.616 -1.022
H 4.561 -0.813 -4.286
H -5.069 -0.823 -1.981
H -1.577 -5.576 -3.683
H -2.256 -5.259 -0.722
H -0.304 -3.546 -2.270
H 4.558 -4.590 -4.396
H 4.718 1.605 2.109
H -0.182 -0.202 2.216
H 3.876 -2.129 -3.398
H -1.617 -4.191 4.104
H 2.716 -3.023 2.453
H -0.008 5.961 6.386

The HOMO energy is -9.37 eV. The spin multiplicity is 1. The frontier orbital gap comes out at 0.3610 hartree. The molar mass is 901.440 Da. The energy above the lowest of the compared OMol25 structures with the same formula, charge and spin is 139.5 kJ/mol. The charge is 0.